Molecular formula: C42H32NPS6W
Method: DFT, wB97M-V/def2-TZVPD

Element x y z (Å)
W 0.12350 -0.08080 0.49000
C -2.74720 -4.46440 4.97090
C -1.39450 -4.21400 4.29130
C -1.49300 -4.67640 2.83440
C -0.30340 -5.06200 4.96280
C -1.07740 -2.73250 4.43150
C -0.84810 -2.19370 5.70550
C -0.54940 -0.86270 5.90530
C -0.45370 -0.03600 4.80090
S 0.04320 1.63390 4.70200
C -0.01340 1.51530 2.96530
N -0.44580 0.35370 2.50560
C -0.68810 -0.54310 3.51520
C -1.03070 -1.88240 3.34120
C 0.57040 2.45530 2.04950
C 0.99640 3.74030 2.38950
C 1.66220 4.50270 1.44940
C 1.93370 3.97830 0.19060
C 1.49990 2.70480 -0.14510
C 0.79550 1.92430 0.76100
H -3.01450 -5.51600 4.89540
H -3.52140 -3.87110 4.48770
H -2.71240 -4.19240 6.02230
H -1.69480 -5.74630 2.81410
H -0.55690 -4.50650 2.30770
H -2.29970 -4.17770 2.30200
H -0.53960 -6.12010 4.85830
H -0.21180 -4.84470 6.02290
H 0.65790 -4.88090 4.48620
H -0.89660 -2.83500 6.57040
H -0.36070 -0.47870 6.89380
H -1.21640 -2.22820 2.33680
H 0.81060 4.11970 3.38470
H 1.98450 5.50400 1.69800
H 2.48100 4.56870 -0.53340
H 1.72020 2.30160 -1.12780
C -3.75920 5.20560 0.94630
C -3.58300 5.04380 -0.41910
C -2.86870 3.96340 -0.90790
C -2.31780 3.03610 -0.02580
C -2.53450 3.18450 1.34110
C -3.24070 4.26940 1.82660
P -1.53950 1.47990 -0.58660
C -0.97550 1.80110 -2.28410
C -0.39630 3.01250 -2.65570
C 0.14900 3.15510 -3.92050
C 0.12820 2.09650 -4.81410
C -0.42960 0.88290 -4.44090
C -0.98630 0.73540 -3.18400
C -3.04190 0.48220 -0.81980
C -4.27770 0.92860 -1.22220
C -5.31760 0.00430 -1.38980
C -5.10330 -1.33380 -1.19060
C -3.83450 -1.82420 -0.81820
C -3.52200 -3.19520 -0.71680
C -2.24340 -3.58520 -0.41020
C -1.24260 -2.64230 -0.12700
C -1.50250 -1.28430 -0.15610
C -2.79770 -0.88770 -0.57710
H -4.31380 6.05210 1.32280
H -4.01280 5.75990 -1.10610
H -2.75210 3.83370 -1.97490
H -2.15930 2.42530 2.01420
H -3.39460 4.38230 2.89040
H -0.34190 3.82760 -1.94710
H 0.61230 4.09290 -4.19960
H 0.57510 2.20820 -5.79090
H -0.40350 0.04650 -5.12300
H -1.40000 -0.21830 -2.88020
H -4.45230 1.97690 -1.42020
H -6.28980 0.35910 -1.70060
H -5.90520 -2.03940 -1.34900
H -4.28760 -3.92900 -0.92200
H -1.98940 -4.63540 -0.37410
H -0.24230 -3.00640 0.10750
S 6.26380 -3.94200 -0.90550
C 4.90970 -3.08220 -0.61110
S 3.94090 -2.34180 -1.86170
C 2.71730 -1.65060 -0.80340
C 2.87970 -1.89180 0.52270
S 1.80950 -1.30270 1.74280
S 4.27960 -2.83190 0.99860
S 1.43210 -0.70450 -1.47200

Atoms 1-2, force components in eV/Å:
1.12 -1.63 -0.35
0.14 -0.03 -0.09

The relative energy (zero: lowest compared OMol25 entry of this formula, charge and spin) is 47.53 kJ/mol. The HOMO energy (alpha / beta) comes out at -0.2571 / -0.2571 Ha.

***

Molecular formula: H2N2O3S
Method: DFT, wB97M-V/def2-TZVPD

Element x y z (Å)
N -1.40752 0.15707 0.01122
N 1.37034 -0.64253 0.04328
O 2.44958 -0.40750 0.47560
O 0.91726 -1.39691 -0.74520
O 0.23990 2.04300 -0.14188
S -0.05173 0.89092 0.66941
H -2.00417 -0.55913 0.63200
H -1.51367 -0.08491 -0.94443

Atoms 1-2, force components in eV/Å:
-2.12 -1.96 3.08
1.99 -3.33 0.93

The expectation value of S² is 2.01. The relative energy (zero: lowest compared OMol25 entry of this formula, charge and spin) is 210.30 kJ/mol. The HOMO energy (alpha / beta) comes out at -0.2531 / -0.3932 Ha. Its spin multiplicity is 3.

***

Molecular formula: C4H19NO6
Method: DFT, wB97M-V/def2-TZVPD

Element x y z (Å)
C -0.57533 1.05139 -2.28623
C -0.72137 -0.17893 -3.19542
C 0.81022 1.01501 -1.64876
N 0.98212 0.11495 -0.63936
C 2.25047 0.03237 0.08143
O 1.72812 1.70808 -2.06257
H -1.32497 1.25428 -1.51671
H -0.55435 1.94797 -2.90180
H -1.68092 -0.11334 -3.71230
H 0.04473 -0.04873 -3.96322
H -0.56855 -1.12377 -2.68701
H 0.15528 -0.37065 -0.33686
H 2.81869 0.93517 -0.12096
H 2.80354 -0.82140 -0.28658
H 2.03691 -0.13355 1.12292
H -3.34310 -2.01215 -0.87438
H -3.13654 -0.54542 -0.46624
O -2.78689 -1.43348 -0.33807
H -0.45624 -0.81680 3.63769
H 0.88004 -0.33628 3.02189
O 0.46140 -1.08608 3.45762
H 0.86473 -2.18794 1.97535
H 1.92641 -3.27704 1.57953
O 1.36809 -2.56680 1.23151
H -2.00590 0.36395 1.81136
H -2.14302 1.01160 3.16991
O -2.00244 0.15397 2.75201
H 0.58506 3.26189 1.04204
H 0.98341 1.82320 0.72974
O 0.60040 2.37853 1.42348

Atoms 1-2, force components in eV/Å:
0.86 0.28 0.14
-0.25 0.99 -0.20

The SMILES is CCC(=O)NC.O.O.O.O.O. The relative energy (zero: lowest compared OMol25 entry of this formula, charge and spin) is 48.54 kJ/mol. The HOMO energy comes out at -0.3542 Ha.

***

Molecular formula: C24H15BrCl3InN4O10P2
Method: DFT, wB97M-V/def2-TZVPD

Element x y z (Å)
In 12.12609 -2.29073 12.41011
Br 4.92426 -7.83382 13.45821
C 6.45650 -7.98953 14.53962
C 6.89531 -6.83910 15.23791
C 8.07989 -6.88728 15.97265
C 8.85436 -8.04899 15.94290
C 8.37331 -9.24014 15.34167
C 7.17171 -9.19913 14.65760
N 10.18045 -8.05447 16.26752
N 10.74084 -7.04516 16.82121
C 11.58524 -6.18381 16.14419
C 12.03354 -5.15287 16.96128
C 12.27863 -3.90123 16.44062
C 12.16872 -3.62930 15.05565
O 12.34496 -2.41147 14.59122
C 11.77134 -4.71399 14.22124
N 11.45950 -4.42317 12.92905
C 11.17884 -5.46000 12.08546
C 11.25913 -6.78150 12.48936
C 11.58612 -7.11378 13.83337
C 11.66021 -6.04867 14.72833
H 6.25754 -5.93665 15.24179
H 8.42679 -6.00873 16.53399
H 8.99074 -10.13901 15.45562
H 6.79374 -10.10933 14.20739
H 11.97396 -5.31142 18.04880
H 12.53059 -3.06550 17.04776
H 10.89198 -5.18731 11.10226
H 10.97684 -7.52287 11.77774
H 11.76457 -8.13461 14.15216
O 13.17812 0.19762 10.01933
P 13.83348 0.46358 11.49514
O 15.12904 1.19046 11.46960
O 13.82290 -0.95557 12.14103
O 12.68312 1.41080 12.18259
P 11.07634 1.04381 12.32899
O 10.62814 1.29746 10.79563
O 10.48427 1.90139 13.36889
O 10.90956 -0.49716 12.55572
H 13.55245 -0.63255 9.58908
H 11.12735 0.62812 10.25398
Cl 15.57934 -5.17625 11.28588
C 15.57626 -3.70425 10.31895
Cl 16.65257 -2.47632 11.10050
Cl 16.19904 -4.13891 8.66733
C 14.13428 -3.05159 10.19914
O 14.00804 -2.32131 9.22461
O 13.35864 -3.48259 11.05961
N 6.08228 -3.18264 7.86788
C 7.03543 -2.95363 8.48620
C 8.18981 -2.67337 9.29980
C 9.46124 -2.82427 8.71985
C 10.58514 -2.62054 9.54961
C 10.40614 -2.26259 10.85411
C 9.17499 -2.01355 11.40692
C 8.04727 -2.22741 10.60739
H 9.52146 -3.09862 7.66445
H 11.56346 -2.77708 9.14197
H 9.07936 -1.68047 12.42375
H 7.05259 -2.13954 11.07199

Atoms 1-2, force components in eV/Å:
-1.03 2.05 -1.44
-0.20 -0.21 -0.09

The total charge is -2. The relative energy (zero: lowest compared OMol25 entry of this formula, charge and spin) is 38.05 kJ/mol. The HOMO energy (alpha / beta) comes out at -0.1157 / -0.1097 Ha.